# 1
Computed, not measured: C5H12S in the gas phase at a distorted geometry, with ωB97M-V/def2-TZVPD.

Summary:
* energy relative to the best compared isomer or geometry (same formula, charge and spin): 118.7 kJ/mol
* max |F|: 3.4 eV/A
* energy: -595.83681 hartree
* HOMO-LUMO gap: 9.5779 eV

Each line ends with the Mulliken charge.
Geometry (Å):
C (-2.2257, 1.1282, 0.6287)  -1.069
C (-1.6869, 0.3099, -0.4855)  -0.539
C (-0.4739, -0.4757, 0.1010)  -0.445
C (0.6303, 0.4405, 0.4537)  -0.668
S (2.1249, 0.4707, -0.6257)  -0.093
C (3.0109, -1.1829, -0.6451)  -0.807
H (-3.2748, 0.9513, 0.6916)  0.355
H (-1.8284, 1.0449, 1.6512)  0.321
H (-2.0505, 2.2076, 0.3204)  0.270
H (-1.2865, 0.9792, -1.2817)  0.284
H (-2.3987, -0.4476, -0.9568)  0.329
H (-0.2446, -1.2230, -0.6424)  0.361
H (-0.9034, -1.1405, 0.9651)  0.254
H (0.3237, 1.4981, 0.2829)  0.233
H (0.9554, 0.3760, 1.4967)  0.387
H (4.1316, -1.2821, -0.5150)  0.325
H (2.6923, -1.8010, -1.5635)  0.259
H (2.5043, -1.8537, 0.1246)  0.242

# 2
Computed, not measured: C5H13BBrIOSi in the gas phase, with ωB97M-V/def2-TZVPD.

Summary:
* max |F|: 0.9 eV/A
* energy: -3459.67684 hartree
* HOMO-LUMO gap: 9.3772 eV

Each line ends with the Mulliken charge.
Geometry (Å):
C (2.2327, -0.8599, 0.7660)  -0.773
C (2.5773, 0.2499, -0.2581)  -0.438
B (1.3343, 1.1061, -0.6687)  0.384
O (1.4258, 2.4697, -0.5527)  -0.519
Si (-0.3826, 0.3753, -1.4446)  0.042
I (0.1728, -0.3377, -3.7385)  -0.178
C (-1.1841, -1.0909, -0.5658)  -0.929
C (-1.8815, -0.7983, 0.7736)  0.151
C (-2.2437, 0.6409, 1.0611)  -1.396
Br (-3.5466, -1.8506, 0.8681)  -0.173
H (2.8509, -0.7418, 1.6521)  0.311
H (1.1919, -0.8396, 1.0846)  0.053
H (2.4674, -1.8420, 0.3643)  0.290
H (3.0515, -0.1813, -1.1420)  0.313
H (3.3162, 0.9256, 0.1729)  0.302
H (0.6283, 2.8778, -0.2096)  0.303
H (-1.3589, 1.4801, -1.5700)  -0.158
H (-0.4430, -1.8740, -0.4117)  0.377
H (-1.9075, -1.5104, -1.2634)  0.594
H (-1.2794, -1.1981, 1.5828)  0.322
H (-2.8449, 1.0820, 0.2722)  0.362
H (-2.8330, 0.6867, 1.9746)  0.474
H (-1.3437, 1.2304, 1.2530)  0.284

# 3
Computed, not measured: C5H13BO2 in the gas phase at a distorted geometry, with ωB97M-V/def2-TZVPD.

Summary:
* max |F|: 5.7 eV/A
* energy: -373.42486 hartree
* 2S+1: 3
* HOMO-LUMO gap (alpha / beta): 4.2208 / 7.0206 eV

Each line ends with the Löwdin spin population.
Geometry (Å):
B (-1.2531, 0.2077, -0.2162)  0.620
C (-1.9135, -1.2324, 0.0871)  0.260
C (1.4346, -0.5670, -1.6362)  0.037
C (0.3026, 0.7472, 1.8030)  0.093
C (1.3455, -0.4216, -0.1616)  0.050
C (0.3169, 0.5608, 0.2556)  0.384
O (-1.8897, 1.2694, -0.5733)  0.309
O (0.5486, 1.8276, -0.3141)  0.064
H (-2.9831, -1.1591, 0.3110)  0.016
H (-1.6713, -1.4929, 1.2230)  0.031
H (-1.6782, -2.0712, -0.6159)  0.028
H (1.4592, 0.4617, -2.0947)  0.002
H (2.3919, -0.9614, -1.8989)  0.003
H (0.6755, -1.0449, -2.1590)  0.016
H (1.3596, 1.0592, 2.1360)  0.028
H (0.1077, -0.3063, 2.2858)  0.005
H (-0.5921, 1.3593, 2.0471)  0.003
H (1.0751, -1.3441, 0.2977)  0.002
H (2.3403, -0.1277, 0.2113)  0.020
H (-2.7724, 1.2562, -1.0141)  0.017
H (1.3960, 1.9796, 0.0265)  0.013

# 4
Computed, not measured: 2 unconnected molecules or ions with the total composition C5H13ClN2 at a distorted geometry, with ωB97M-V/def2-TZVPD.

Summary:
* energy relative to the best compared isomer or geometry (same formula, charge and spin): 205.4 kJ/mol
* max |F|: 4.2 eV/A
* energy: -767.86234 hartree
* HOMO-LUMO gap: 9.4757 eV

Each line ends with the Mulliken charge.
Geometry (Å):
C (-1.6164, -1.5232, 0.8378)  -0.888
C (-2.4267, -0.2702, -0.9815)  -0.744
C (1.6989, 1.0758, -1.1338)  -0.692
C (2.8612, 0.0170, 0.7709)  -1.033
C (-1.4717, 0.6889, 1.0748)  -0.422
N (-1.8237, -0.2687, 0.2646)  0.374
N (1.6341, 0.1048, -0.0609)  -0.248
Cl (-1.8214, 2.3557, 0.4228)  -0.217
H (-2.5952, -2.0790, 0.9266)  0.370
H (-0.9972, -2.2620, 0.2861)  0.365
H (-1.1281, -1.4317, 1.8130)  0.315
H (-1.7107, -0.2636, -1.8793)  0.250
H (-3.2623, -1.0295, -0.8368)  0.283
H (-2.8072, 0.8272, -1.0420)  0.292
H (1.9325, 0.5752, -2.0235)  0.292
H (0.6463, 1.5810, -1.3241)  0.181
H (2.4510, 1.9950, -0.8899)  0.257
H (3.0768, 0.8804, 1.3089)  0.402
H (2.7020, -0.7472, 1.4726)  0.360
H (3.8100, -0.4943, 0.3544)  0.287
H (0.8477, 0.2685, 0.6393)  0.217

# 5
Computed, not measured: 2 unconnected molecules or ions with the total composition C5H13ClP at a distorted geometry, with ωB97M-V/def2-TZVPD.

Summary:
* energy relative to the best compared isomer or geometry (same formula, charge and spin): 344.5 kJ/mol
* max |F|: 3.2 eV/A
* energy: -999.46373 hartree
* charge: +1
* HOMO-LUMO gap (alpha / beta): 7.0987 / 8.6603 eV

Each line ends with the Mulliken charge.
Geometry (Å):
C (0.8951, -1.4470, 1.3054)  -0.947
C (1.2134, -1.1105, -1.5853)  -1.056
C (1.6241, 1.1007, 0.1517)  -1.030
C (-1.8734, 1.6847, -0.1851)  -0.923
C (-2.6168, 0.5129, 0.4718)  -0.108
P (0.6028, -0.3735, -0.1199)  0.528
Cl (-2.1904, -1.0601, -0.1797)  -0.103
H (1.9421, -1.2803, 1.5627)  0.401
H (0.5906, -2.4665, 0.9196)  0.362
H (0.1645, -1.1509, 1.9885)  0.333
H (1.1143, -0.4506, -2.3732)  0.392
H (0.5119, -1.9422, -1.7798)  0.343
H (2.3069, -1.5165, -1.5349)  0.364
H (1.4772, 1.8094, -0.7022)  0.357
H (2.6960, 0.5820, 0.0837)  0.369
H (1.4510, 1.6566, 1.1651)  0.319
H (-1.8708, 2.5932, 0.3112)  0.390
H (-1.9758, 1.8399, -1.2116)  0.377
H (-3.6304, 0.4956, 0.0838)  0.332
H (-2.4324, 0.5231, 1.6280)  0.299

# 6
Computed, not measured: a molecular structure, C5H13CuO2 at a distorted geometry, with ωB97M-V/def2-TZVPD.

Summary:
* energy relative to the best compared isomer or geometry (same formula, charge and spin): 301.5 kJ/mol
* max |F|: 6.9 eV/A
* energy: -1989.04986 hartree
* HOMO-LUMO gap: 6.4542 eV

Each line ends with the Mulliken charge.
Geometry (Å):
C (-2.9154, -1.3843, -0.1985)  -0.695
O (-1.7084, -0.9744, 0.3507)  -0.450
C (-1.1032, 1.0512, -0.0187)  -1.150
H (-3.1881, -2.3971, 0.1563)  0.213
H (-3.7199, -0.6791, 0.0910)  0.199
H (-2.9046, -1.3921, -1.3069)  0.256
H (-0.8997, 0.7083, -1.0477)  0.388
H (-1.9163, 1.2652, 0.6968)  0.339
C (2.8368, -1.0229, -0.2346)  -0.714
O (1.6567, -0.4717, 0.3151)  -0.134
C (1.4721, 0.9003, -0.0022)  -0.405
C (0.2138, 1.4323, 0.6547)  -0.517
H (2.9212, -2.0589, 0.1153)  0.214
H (2.7950, -1.0124, -1.3350)  0.347
H (3.7157, -0.4555, 0.1086)  0.295
H (1.4094, 1.0113, -1.0989)  0.368
H (2.3517, 1.4628, 0.3507)  0.349
H (0.2955, 2.5287, 0.6496)  0.290
H (0.1958, 1.1325, 1.7124)  0.281
Cu (0.1089, -1.8821, 0.7240)  0.257
H (-1.6169, 2.2376, -0.6827)  0.270

# 7
Computed, not measured: a molecular structure, C5H13INP at a distorted geometry, with ωB97M-V/def2-TZVPD.

Summary:
* max |F|: 3.9 eV/A
* energy: -891.92269 hartree
* 2S+1: 3
* HOMO-LUMO gap (alpha / beta): 6.0690 / 5.5402 eV

Each line ends with the Löwdin spin population.
Geometry (Å):
C (1.9855, -2.5806, -1.2974)  0.003
C (-1.4457, 2.7472, -0.1306)  0.067
C (-0.8793, 0.6068, 2.1129)  0.028
C (1.5384, -1.7854, -0.0532)  0.001
C (-1.0648, 1.3416, -0.4411)  0.505
N (0.3177, -1.0128, -0.1329)  0.045
P (0.3200, 0.5029, 0.5365)  0.034
I (-0.2381, 1.2694, -2.5632)  1.264
H (1.5438, -2.0747, -2.2335)  0.004
H (3.0335, -2.7088, -1.2131)  0.000
H (1.4640, -3.4825, -1.2827)  0.000
H (-1.8383, 2.9595, 0.8339)  0.016
H (-2.1686, 3.1862, -0.9648)  0.014
H (-0.5713, 3.4098, -0.1934)  0.005
H (-0.5907, 1.6142, 2.3871)  0.000
H (-0.7547, -0.1764, 2.7714)  0.005
H (-1.9225, 0.6888, 1.8307)  0.003
H (1.5201, -2.6227, 0.6923)  0.002
H (2.2917, -1.0358, 0.2321)  0.000
H (-2.0394, 0.7718, -0.5066)  0.006
H (-0.5013, -1.6185, -0.3845)  0.000

# 8
Computed, not measured: a molecular structure, C5H13N at a distorted geometry, with ωB97M-V/def2-TZVPD.

Summary:
* energy relative to the best compared isomer or geometry (same formula, charge and spin): 1006.4 kJ/mol
* max |F|: 5.3 eV/A
* energy: -252.61820 hartree
* charge: -1
* 2S+1: 2
* HOMO-LUMO gap (alpha / beta): 4.8098 / 4.7837 eV

Each line ends with the Löwdin spin population.
Geometry (Å):
C (0.3198, -1.1372, 0.4449)  0.619
C (1.2983, -0.6340, -0.6615)  0.063
C (1.6454, 0.6487, -0.7410)  0.023
C (-1.1573, -1.1588, 0.0144)  0.133
C (-2.0705, -1.4377, 1.1469)  0.017
N (-0.2957, 2.3404, 0.5507)  0.007
H (-0.3834, 1.9540, -0.4598)  0.001
H (0.3801, -1.2254, 1.5327)  0.044
H (1.2945, -1.9022, -1.1187)  0.034
H (3.6001, 4.3477, -4.1894)  0.000
H (4.4981, 5.0209, -4.7813)  0.000
H (-1.0819, 1.5603, 0.4475)  0.002
H (-1.1227, -1.5750, -1.0084)  0.017
H (-0.7166, -0.1436, 0.0180)  0.029
H (-3.1448, -1.4790, 0.8923)  0.000
H (-1.9935, -2.3992, 1.7429)  0.006
H (-1.9033, -0.6156, 1.8926)  0.001
H (2.6941, 0.8783, -1.4256)  0.000
H (0.0534, 1.6326, 1.2331)  0.003

# 9
Computed, not measured: C5H13N in the gas phase, with ωB97M-V/def2-TZVPD.

Summary:
* energy relative to the best compared isomer or geometry (same formula, charge and spin): 12.0 kJ/mol
* max |F|: 0.7 eV/A
* energy: -253.05850 hartree
* HOMO-LUMO gap: 10.5827 eV

Each line ends with the Mulliken charge.
Geometry (Å):
C (-1.2854, -1.3623, -0.6188)  -1.754
C (-0.1873, -0.2960, -0.7156)  0.503
C (-0.7998, 1.0562, -1.0589)  -1.457
C (0.6647, -0.2634, 0.5483)  0.538
C (1.7939, 0.7497, 0.4610)  -1.620
N (-0.1933, 0.0820, 1.7154)  -0.788
H (-0.9005, -2.2766, -0.1828)  0.383
H (-2.0751, -0.9724, 0.0294)  0.392
H (-1.6975, -1.6011, -1.6044)  0.426
H (0.4858, -0.5494, -1.5530)  0.260
H (-0.0307, 1.8184, -1.2246)  0.354
H (-1.4586, 1.4506, -0.2971)  0.334
H (-1.3797, 0.9738, -1.9844)  0.417
H (1.1060, -1.2535, 0.7212)  0.386
H (2.0651, 0.9704, -0.5763)  0.319
H (2.7032, 0.3968, 0.9472)  0.396
H (1.5263, 1.6851, 0.9560)  0.423
H (0.4247, 0.1303, 2.5260)  0.256
H (-0.7618, -0.7386, 1.9115)  0.233

# 10
Computed, not measured: C5H13N in the gas phase at a distorted geometry, with ωB97M-V/def2-TZVPD.

Summary:
* energy relative to the best compared isomer or geometry (same formula, charge and spin): 267.2 kJ/mol
* max |F|: 4.3 eV/A
* energy: -252.96130 hartree
* HOMO-LUMO gap: 9.7634 eV

Each line ends with the Mulliken charge.
Geometry (Å):
C (-0.1796, 0.2075, -1.6538)  -1.772
C (0.6882, 0.1280, -0.4020)  0.750
C (1.3625, 1.5021, -0.1437)  -1.265
N (-0.0682, -0.1924, 0.8329)  -0.133
C (0.0915, -1.6637, 1.2354)  -0.822
C (-1.6066, -0.0411, 0.6135)  -1.034
H (0.4782, 0.4697, -2.4498)  0.464
H (-0.7036, 1.2526, -1.6357)  0.342
H (-0.8445, -0.5903, -1.7414)  0.437
H (1.5348, -0.6238, -0.5828)  0.284
H (1.3282, 2.1842, -1.0705)  0.276
H (1.0350, 1.7943, 0.8918)  0.348
H (2.4963, 1.5286, 0.0521)  0.270
H (0.2213, -1.6359, 2.3647)  0.273
H (-0.7655, -2.2789, 1.0582)  0.323
H (1.1535, -2.0930, 0.8178)  0.274
H (-1.9271, 1.0801, 0.7167)  0.261
H (-2.2677, -0.5594, 1.3940)  0.367
H (-2.0268, -0.4684, -0.2974)  0.356